Below is 10 unconnected molecules or ions with the total composition C4H27NO9 at a distorted geometry, with properties calculated with the ωB97M-V functional and the def2-TZVPD basis.

Values from the calculation:
2S+1   1
Energy above the lowest of the compared OMol25 structures with the same formula, charge and spin   286.23 kJ/mol
Charge   0
Calculated total energy   -24502.657 eV
SMILES string   C=NCCC.O.O.O.O.O.O.O.O.O
E_HOMO   -9.656 eV

Atoms and positions in Å:
C1 -1.496 -3.304 -1.860
N1 -0.491 -2.560 -1.932
C2 0.447 -2.467 -0.852
C3 0.530 -1.157 -0.097
C4 1.168 -1.199 1.296
H1 -1.891 -3.753 -0.958
H2 -2.059 -3.473 -2.778
H3 0.203 -3.187 -0.043
H4 1.347 -3.041 -1.095
H5 0.891 -0.349 -0.729
H6 -0.515 -0.904 0.115
H7 0.877 -0.307 1.835
H8 0.963 -2.158 1.777
H9 2.243 -1.273 1.106
O1 -0.564 -0.392 -3.777
H10 -1.060 -0.107 -3.008
H11 -0.470 -1.347 -3.763
O2 -0.917 -1.080 3.918
H12 -0.074 -1.521 3.739
H13 -0.539 -0.582 4.666
O3 1.217 2.107 1.938
H14 0.300 2.262 2.184
H15 1.114 1.888 0.989
O4 -2.118 1.938 2.309
H16 -1.925 2.326 3.172
H17 -2.736 1.240 2.563
O5 2.657 0.242 -2.694
H18 2.347 1.134 -2.873
H19 2.061 -0.314 -3.213
O6 1.829 0.648 4.397
H20 2.146 -0.206 4.082
H21 1.665 1.108 3.556
O7 0.620 2.101 -0.721
H22 1.366 2.066 -1.330
H23 0.518 3.052 -0.549
O8 -1.953 1.027 -1.376
H24 -1.132 1.245 -0.901
H25 -2.628 1.667 -1.136
O9 -1.111 3.170 -2.861
H26 -1.796 3.254 -2.194
H27 -1.033 2.208 -2.902


Below is a molecular structure, C18H28N2O6SeSr, with properties calculated with the ωB97M-V functional and the def2-TZVPD basis.

Values from the calculation:
2S+1   1
Energy above the lowest of the compared OMol25 structures with the same formula, charge and spin   15.13 kJ/mol
Charge   +2
Calculated total energy   -100554.788 eV
E_HOMO   -14.125 eV

Atoms and positions in Å:
Sr1 0.178 0.041 0.231
C1 0.100 2.181 2.855
C2 1.377 2.587 2.142
O1 1.901 1.499 1.362
C3 3.150 0.929 1.767
C4 3.506 -0.182 0.795
O2 2.451 -1.133 0.593
C5 2.363 -2.257 1.480
C6 1.358 -2.044 2.601
O3 0.068 -1.635 2.126
C7 -0.975 -2.611 1.979
C8 -1.067 -3.167 0.566
O4 -1.059 -2.125 -0.415
C9 -2.286 -1.778 -1.064
C10 -3.147 -0.823 -0.256
O5 -2.343 0.307 0.102
C11 -2.944 1.343 0.897
C12 -2.181 1.517 2.198
O6 -0.800 1.675 1.863
H1 -0.339 3.054 3.346
H2 0.289 1.412 3.611
H3 2.124 2.927 2.861
H4 1.174 3.404 1.448
H5 3.073 0.561 2.796
H6 3.935 1.689 1.733
H7 4.405 -0.692 1.147
H8 3.709 0.236 -0.191
H9 3.344 -2.474 1.910
H10 2.075 -3.107 0.858
H11 1.692 -1.246 3.266
H12 1.266 -2.953 3.200
H13 -1.895 -2.090 2.247
H14 -0.829 -3.423 2.695
H15 -1.970 -3.776 0.473
H16 -0.213 -3.808 0.343
H17 -2.862 -2.679 -1.287
H18 -1.989 -1.318 -2.008
H19 -3.535 -1.300 0.649
H20 -3.996 -0.504 -0.867
H21 -3.989 1.107 1.100
H22 -2.905 2.264 0.314
H23 -2.305 0.649 2.855
H24 -2.544 2.406 2.720
Se1 2.258 -0.896 -2.820
N1 0.853 0.107 -2.266
C13 0.396 0.754 -3.325
C14 -0.720 1.645 -3.332
C15 -1.073 2.231 -4.501
C16 -0.365 1.986 -5.729
C17 0.693 1.148 -5.774
C18 1.107 0.501 -4.564
N2 2.121 -0.328 -4.486
H25 -1.266 1.840 -2.416
H26 -1.913 2.912 -4.527
H27 -0.702 2.492 -6.622
H28 1.247 0.944 -6.679


Below is a gas-phase ion, C6H10 (charge +1) at a distorted geometry, with properties calculated with the ωB97M-V functional and the def2-TZVPD basis.

Values from the calculation:
2S+1   2
Energy above the lowest of the compared OMol25 structures with the same formula, charge and spin   22.73 kJ/mol
Charge   +1
Calculated total energy   -6374.464 eV
E_HOMO (alpha / beta)   -14.108 / -15.925 eV

Atoms and positions in Å:
C1 0.073 -1.887 -0.443
C2 0.179 -0.464 -0.848
C3 0.307 0.589 0.068
C4 -0.018 0.507 1.440
C5 0.011 1.645 2.196
C6 -0.420 -0.110 -2.178
H1 -0.249 -2.470 -1.282
H2 0.905 -2.309 0.110
H3 -0.845 -1.957 0.163
H4 0.465 1.589 -0.313
H5 -0.140 -0.503 1.811
H6 0.578 2.556 2.057
H7 -0.461 1.586 3.173
H8 -1.360 -0.630 -2.316
H9 -0.534 0.966 -2.197
H10 0.260 -0.377 -2.988


Below is a molecular structure, C4H15N2S at a distorted geometry, with properties calculated with the ωB97M-V functional and the def2-TZVPD basis.

Values from the calculation:
2S+1   1
Energy above the lowest of the compared OMol25 structures with the same formula, charge and spin   90.09 kJ/mol
Charge   +1
Calculated total energy   -18200.103 eV
E_HOMO   -13.168 eV

Atoms and positions in Å:
N1 -1.059 -0.949 0.273
C1 -0.588 -1.346 -1.074
C2 0.924 -1.555 -1.061
N2 1.325 -2.169 -2.318
H1 -0.503 -1.377 1.012
H2 -1.004 0.273 0.397
H3 -2.019 -1.190 0.512
H4 -1.075 -2.278 -1.360
H5 -0.901 -0.555 -1.759
H6 1.448 -0.601 -0.934
H7 1.137 -2.169 -0.174
H8 2.330 -2.250 -2.330
H9 0.914 -3.093 -2.368
C3 -0.951 1.773 2.273
S1 -0.997 1.980 0.477
C4 0.744 2.481 0.185
H10 -0.799 2.741 2.746
H11 -0.150 1.089 2.551
H12 -1.923 1.388 2.577
H13 0.754 3.058 -0.736
H14 1.017 3.146 1.001
H15 1.377 1.602 0.110


Below is C3HN3O2 in the gas phase at a distorted geometry, with properties calculated with the ωB97M-V functional and the def2-TZVPD basis.

Values from the calculation:
2S+1   1
Energy above the lowest of the compared OMol25 structures with the same formula, charge and spin   570.83 kJ/mol
Charge   0
Calculated total energy   -11685.523 eV
SMILES string   [H]/N=C(/N=O)C(=O)C#N
E_HOMO (alpha / beta)   -9.585 / -9.426 eV

Atoms and positions in Å:
H1 -0.147 -2.015 -1.079
N1 0.685 -1.514 -0.798
C1 0.640 -0.396 -0.268
N2 1.388 0.408 0.824
O1 1.964 1.424 1.012
C2 -0.382 0.712 -0.379
O2 -0.440 1.638 -1.119
C3 -1.460 0.036 0.519
N3 -2.249 -0.292 1.288


Below is a molecular structure, C26H20ClF3N2O5S3 at a distorted geometry, with properties calculated with the ωB97M-V functional and the def2-TZVPD basis.

Values from the calculation:
2S+1   1
Energy above the lowest of the compared OMol25 structures with the same formula, charge and spin   0.00 kJ/mol
Charge   0
Calculated total energy   -93678.103 eV
E_HOMO   -5.586 eV

Atoms and positions in Å:
Cl1 -2.684 -3.420 -2.810
C1 -3.052 -2.349 -1.532
C2 -4.195 -2.516 -0.749
C3 -4.372 -1.659 0.337
C4 -3.506 -0.598 0.520
N1 -2.495 -0.369 -0.353
C5 -1.709 0.887 -0.222
C6 -2.215 1.869 -1.280
C7 -1.590 3.227 -1.211
C8 -1.120 3.778 -2.408
C9 -0.554 5.052 -2.408
C10 -0.551 5.809 -1.229
C11 -1.066 5.276 -0.043
C12 -1.534 3.964 -0.018
O1 -2.929 1.515 -2.197
C13 -2.197 -1.270 -1.320
H1 -4.883 -3.319 -0.991
H2 -5.190 -1.764 1.047
H3 -3.605 0.130 1.323
H4 -1.803 1.369 0.759
H5 -1.191 3.183 -3.323
H6 -0.124 5.450 -3.331
H7 -0.146 6.822 -1.239
H8 -1.086 5.863 0.879
H9 -1.907 3.508 0.896
H10 -1.322 -1.088 -1.930
F1 -1.162 -0.700 4.348
C14 -0.134 -0.229 3.576
F2 0.260 0.975 4.040
F3 0.907 -1.086 3.706
S1 -0.806 -0.173 1.877
N2 0.917 -0.138 1.135
S2 0.857 1.117 0.253
C15 2.006 1.436 -1.076
C16 2.563 2.717 -1.066
C17 3.136 3.206 -2.236
C18 3.234 2.384 -3.360
C19 2.784 1.062 -3.308
C20 2.153 0.574 -2.159
O2 -0.400 0.707 -0.773
O3 0.596 2.423 0.825
S3 0.245 -2.987 0.730
C21 1.357 -4.081 1.729
C22 2.449 -4.694 1.132
C23 3.326 -5.445 1.926
C24 3.100 -5.564 3.302
C25 1.976 -4.963 3.880
C26 1.089 -4.230 3.084
O4 -1.097 -3.531 0.951
O5 0.748 -2.986 -0.640
H11 2.477 3.339 -0.179
H12 3.494 4.233 -2.248
H13 3.684 2.779 -4.273
H14 2.906 0.412 -4.174
H15 1.778 -0.445 -2.091
H16 2.617 -4.583 0.062
H17 4.186 -5.930 1.463
H18 3.794 -6.130 3.928
H19 1.780 -5.059 4.949
H20 0.207 -3.763 3.518


Below is a molecular structure, C36H37IrN6OP2STe, with properties calculated with the ωB97M-V functional and the def2-TZVPD basis.

Values from the calculation:
2S+1   1
Energy above the lowest of the compared OMol25 structures with the same formula, charge and spin   61.94 kJ/mol
Charge   +2
Calculated total energy   -88454.580 eV
E_HOMO   -12.477 eV

Atoms and positions in Å:
Ir1 -0.021 0.899 0.489
Te1 0.843 -0.475 -3.170
C1 0.074 -2.395 -3.647
C2 0.653 -3.554 -3.143
C3 0.030 -4.773 -3.377
N1 -1.093 -4.899 -4.080
C4 -1.609 -3.796 -4.612
C5 -1.067 -2.529 -4.426
C6 0.165 -0.638 -1.161
P1 1.191 -0.928 0.246
C7 1.056 -2.252 1.449
C8 -0.069 -3.063 1.576
C9 -0.122 -4.019 2.577
C10 0.937 -4.160 3.464
C11 2.057 -3.350 3.346
C12 2.125 -2.400 2.339
C13 2.945 -0.778 -0.109
C14 3.734 0.212 0.472
C15 5.097 0.249 0.219
C16 5.676 -0.698 -0.614
C17 4.898 -1.701 -1.174
C18 3.539 -1.748 -0.914
P2 -1.490 -0.420 -0.569
C19 -2.291 0.916 -1.476
C20 -2.596 0.871 -2.832
C21 -3.019 2.021 -3.480
C22 -3.129 3.218 -2.783
C23 -2.848 3.264 -1.425
C24 -2.441 2.111 -0.769
C25 -2.603 -1.816 -0.455
C26 -3.826 -1.641 0.196
C27 -4.731 -2.686 0.243
C28 -4.424 -3.899 -0.365
C29 -3.214 -4.071 -1.022
C30 -2.298 -3.030 -1.069
H1 1.571 -3.524 -2.573
H2 0.452 -5.689 -2.980
H3 -2.506 -3.924 -5.207
H4 -1.541 -1.673 -4.887
H5 -0.898 -2.966 0.896
H6 -0.990 -4.659 2.659
H7 0.892 -4.909 4.243
H8 2.886 -3.465 4.031
H9 3.013 -1.791 2.241
H10 3.287 0.926 1.151
H11 5.714 1.007 0.685
H12 6.738 -0.665 -0.813
H13 5.352 -2.450 -1.808
H14 2.939 -2.545 -1.333
H15 -2.503 -0.057 -3.378
H16 -3.260 1.985 -4.533
H17 -3.455 4.112 -3.297
H18 -2.977 4.188 -0.877
H19 -2.313 2.118 0.310
H20 -4.072 -0.690 0.654
H21 -5.680 -2.557 0.746
H22 -5.138 -4.711 -0.331
H23 -2.983 -5.009 -1.509
H24 -1.352 -3.163 -1.576
C31 -3.426 3.510 4.486
N2 -2.543 2.437 4.042
C32 -1.678 2.531 3.048
N3 -1.656 3.637 2.302
S1 -0.590 1.209 2.791
H25 -4.072 3.121 5.266
H26 -4.061 3.850 3.667
H27 -2.855 4.347 4.890
H28 -2.523 1.574 4.563
H29 -2.259 4.422 2.490
H30 -0.933 3.744 1.611
C33 3.806 5.133 1.108
N4 2.952 4.127 0.503
C34 2.991 3.801 -0.910
C35 1.966 2.690 -1.000
O1 1.640 2.114 -2.003
N5 1.467 2.448 0.282
C36 2.096 3.307 1.113
N6 1.863 3.336 2.425
H31 3.824 6.013 0.468
H32 4.824 4.763 1.231
H33 3.414 5.441 2.074
H34 3.972 3.437 -1.223
H35 2.707 4.647 -1.538
H36 1.286 2.596 2.817
H37 2.480 3.834 3.042


Below is C3H3N5 in the gas phase at a distorted geometry, with properties calculated with the ωB97M-V functional and the def2-TZVPD basis.

Values from the calculation:
2S+1   1
Energy above the lowest of the compared OMol25 structures with the same formula, charge and spin   160.86 kJ/mol
Charge   0
Calculated total energy   -10607.200 eV
SMILES string   c1[nH]nc2nn[nH]c12
E_HOMO   -8.953 eV

Atoms and positions in Å:
C1 -0.430 -0.585 -1.073
N1 -1.226 0.526 -1.179
N2 -1.150 1.348 -0.184
C2 -0.143 0.852 0.583
N3 0.571 1.130 1.704
N4 1.431 0.146 1.839
N5 1.243 -0.793 0.899
C3 0.414 -0.261 -0.017
H1 -0.584 -1.550 -1.697
H2 -2.063 0.689 -1.684
H3 1.935 -1.502 0.810


Below is a molecular structure, C2H2NO3P at a distorted geometry, with properties calculated with the ωB97M-V functional and the def2-TZVPD basis.

Values from the calculation:
2S+1   1
Energy above the lowest of the compared OMol25 structures with the same formula, charge and spin   465.35 kJ/mol
Charge   -2
Calculated total energy   -19023.166 eV
E_HOMO   0.777 eV

Atoms and positions in Å:
C1 -2.892 0.221 0.263
C2 -1.826 2.698 -1.021
N1 -2.418 1.725 -0.851
O1 -2.933 0.677 1.335
O2 -2.984 -0.610 -0.544
O3 -0.812 4.130 -1.577
P1 4.596 -2.825 1.430
H1 3.753 -2.523 0.217
H2 5.515 -3.492 0.749


Below is a molecular structure, C15H36CrN5O10SV at a distorted geometry, with properties calculated with the ωB97M-V functional and the def2-TZVPD basis.

Values from the calculation:
2S+1   8
Charge   +1
Calculated total energy   -109001.029 eV
E_HOMO (alpha / beta)   -10.608 / -10.800 eV

Atoms and positions in Å:
Cr1 3.121 -1.335 0.296
V1 -1.111 -0.044 3.175
O1 3.166 -0.705 -1.545
H1 3.017 -0.791 -2.506
S1 -0.088 -0.409 0.693
O2 -0.694 -0.197 -0.602
O3 -0.852 -1.348 1.530
O4 1.229 -0.933 0.536
O5 -0.055 0.789 1.550
C1 2.924 -1.662 3.593
O6 2.944 -1.536 2.378
N1 3.517 -0.875 4.524
C2 4.490 0.322 4.196
C3 3.148 -1.114 5.883
H2 2.243 -2.326 4.147
H3 5.293 0.006 3.530
H4 4.911 0.685 5.133
H5 3.964 1.198 3.816
H6 3.322 -2.136 6.218
H7 3.724 -0.420 6.496
H8 2.098 -1.001 6.155
C4 3.812 1.854 0.634
O7 3.472 0.672 0.808
N2 3.106 2.597 -0.300
C5 1.929 2.048 -1.005
C6 3.445 3.984 -0.580
H9 4.635 2.449 1.059
H10 1.947 2.439 -2.022
H11 1.026 2.464 -0.558
H12 1.749 0.973 -1.016
H13 2.644 4.686 -0.348
H14 4.336 4.430 -0.138
H15 3.454 4.169 -1.654
C7 -0.276 1.792 -3.822
O8 -0.236 2.958 -3.874
N3 0.423 0.965 -4.534
C8 0.911 1.213 -5.915
C9 0.491 -0.476 -4.176
H16 -0.801 1.274 -3.005
H17 0.488 2.162 -6.244
H18 0.558 0.428 -6.583
H19 1.956 1.051 -6.176
H20 -0.038 -1.018 -4.959
H21 1.554 -0.716 -4.169
H22 0.125 -0.739 -3.183
C10 -3.119 1.593 1.328
O9 -2.782 1.468 2.495
N4 -4.370 1.496 1.079
C11 -4.770 1.519 -0.355
C12 -5.437 1.439 1.989
H23 -2.585 1.753 0.379
H24 -5.818 1.302 -0.563
H25 -4.312 0.623 -0.777
H26 -4.372 2.333 -0.961
H27 -6.172 0.658 1.796
H28 -5.201 1.133 3.008
H29 -6.019 2.348 2.144
C13 -3.502 -2.415 -0.555
O10 -4.727 -2.097 -0.470
N5 -3.025 -3.625 -0.763
C14 -3.869 -4.608 -1.394
C15 -1.704 -4.036 -0.268
H30 -2.789 -1.645 -0.223
H31 -4.488 -4.045 -2.093
H32 -4.584 -5.085 -0.725
H33 -3.344 -5.395 -1.935
H34 -1.537 -4.059 0.808
H35 -1.531 -5.060 -0.600
H36 -0.962 -3.423 -0.780


Below is a molecular structure, C4H24N3O7 at a distorted geometry, with properties calculated with the ωB97M-V functional and the def2-TZVPD basis.

Values from the calculation:
2S+1   1
Energy above the lowest of the compared OMol25 structures with the same formula, charge and spin   170.57 kJ/mol
Charge   -1
Calculated total energy   -23338.731 eV
E_HOMO   -4.993 eV

Atoms and positions in Å:
C1 -1.055 0.792 -2.030
N1 -0.896 -0.704 -2.097
C2 0.400 -1.359 -2.681
O1 1.533 -0.929 -1.994
C3 -1.740 1.302 -0.710
N2 -0.822 1.939 0.275
C4 -1.520 2.376 1.452
N3 -0.779 2.155 2.639
H1 -1.784 0.943 -2.930
H2 -0.081 1.218 -2.246
H3 -1.207 -1.116 -1.273
H4 0.546 -0.713 -3.672
H5 0.363 -2.441 -2.969
H6 -2.481 0.490 -0.290
H7 -2.496 2.058 -1.112
H8 -0.082 1.283 0.368
H9 -2.615 1.858 1.398
H10 -1.798 3.442 1.309
H11 -0.533 1.105 2.695
H12 0.148 2.661 2.610
H13 -0.367 -2.632 0.723
H14 0.534 -3.749 0.205
O2 -0.289 -3.537 0.805
H15 1.849 1.424 -1.511
H16 1.493 2.755 -0.623
O3 2.012 2.466 -1.385
H17 -0.917 -1.307 2.182
H18 -1.860 -2.627 2.404
O4 -1.858 -1.656 2.145
H19 2.377 -2.865 -0.170
H20 1.498 -1.470 -0.960
O5 1.628 -2.261 0.048
H21 1.313 -1.187 2.539
H22 1.454 -1.136 0.872
O6 0.869 -0.828 1.782
H23 2.891 0.709 0.089
H24 1.703 0.580 1.221
O7 2.568 0.960 0.892


Below is a molecular structure, C10H17N11O3Ru at a distorted geometry, with properties calculated with the ωB97M-V functional and the def2-TZVPD basis.

Values from the calculation:
2S+1   2
Charge   +1
Calculated total energy   -35750.818 eV
E_HOMO (alpha / beta)   -11.552 / -11.775 eV

Atoms and positions in Å:
Ru1 0.053 -0.302 0.665
C1 -1.915 4.741 0.135
N1 -2.090 3.376 0.619
C2 -3.108 3.183 1.652
C3 -1.263 2.385 0.335
O1 -1.305 1.310 0.982
C4 -0.279 2.592 -0.812
O2 0.430 1.408 -1.132
C5 0.261 0.835 -2.408
C6 -0.620 -0.403 -2.299
O3 -1.132 -0.679 -1.192
N2 -0.820 -1.140 -3.375
C7 -1.688 -2.318 -3.299
C8 -0.292 -0.781 -4.686
H1 -2.889 5.217 0.053
H2 -1.439 4.769 -0.841
H3 -1.308 5.316 0.837
H4 -3.998 3.741 1.370
H5 -2.763 3.538 2.624
H6 -3.357 2.131 1.731
H7 0.470 3.325 -0.502
H8 -0.820 2.965 -1.683
H9 1.255 0.546 -2.754
H10 -0.166 1.549 -3.115
H11 -1.882 -2.563 -2.261
H12 -1.201 -3.163 -3.782
H13 -2.633 -2.117 -3.806
H14 0.754 -0.483 -4.625
H15 -0.867 0.028 -5.142
H16 -0.361 -1.651 -5.331
N3 3.033 -2.282 0.137
C9 3.158 -0.936 0.242
N4 4.247 -0.222 0.023
N5 3.882 1.051 0.187
N6 2.633 1.154 0.490
N7 2.145 -0.096 0.553
C10 1.823 -2.896 0.175
N8 1.570 -4.145 -0.171
N9 0.250 -4.291 -0.043
N10 -0.310 -3.197 0.353
N11 0.667 -2.293 0.526
H17 3.849 -2.828 -0.097


- Among the records above, which one has the lowest charge?
  C2H2NO3P